Molecular formula: C16H10CuF12N4O12S4
Method: DFT, ωB97M-V with the def2-TZVPD basis set

The calculation puts the total energy at -167862.67351 eV. Its orbital gap (alpha / beta) is 8.492 / 6.293 eV. The net charge is 0. The value obtained for the relative energy (zero: lowest compared OMol25 entry of this formula, charge and spin) is 221.73 kJ/mol. Its spin multiplicity is 2. As for the expectation value of S²: 0.752.

Each line ends with the Mulliken spin population.
CARTESIAN COORDINATES (ANGSTROEM)
Cu: 0.354 0.133 0.218  0.807
C: -2.445 0.501 -1.793  0.000
F: -1.581 1.395 -1.364  0.010
F: -3.601 1.013 -2.018  0.000
F: -2.026 0.129 -2.938  0.000
S: -2.614 -0.987 -0.515  0.003
O: -3.152 -0.366 0.669  0.000
O: -3.490 -1.978 -1.150  0.008
N: -0.941 -1.422 -0.244  0.062
S: -1.154 -3.056 -0.062  0.003
O: -2.069 -3.411 0.978  0.002
O: -1.293 -3.696 -1.367  0.006
C: 0.573 -3.629 0.598  -0.001
F: 1.521 -3.018 -0.071  -0.001
F: 0.543 -3.206 1.837  0.001
F: 0.624 -5.007 0.455  0.000
C: 3.576 1.445 2.301  -0.002
F: 2.925 2.286 3.019  0.000
F: 4.812 1.711 2.276  0.000
F: 3.383 0.242 2.751  0.000
S: 3.006 1.507 0.454  0.008
O: 3.902 2.385 -0.342  0.000
O: 2.791 0.090 0.039  0.009
N: 1.334 1.956 0.603  0.059
S: 1.383 3.570 0.237  0.005
O: 2.316 4.282 1.032  0.014
O: 1.430 3.798 -1.160  0.002
C: -0.439 4.146 0.691  0.002
F: -0.408 5.436 0.817  0.000
F: -1.289 3.831 -0.199  0.000
F: -0.718 3.605 1.903  -0.001
C: -3.059 -3.294 5.203  0.000
C: -3.303 -2.307 4.242  0.000
C: -2.198 -1.546 3.774  0.000
C: -0.877 -1.726 4.169  0.003
C: -0.703 -2.701 5.159  0.001
C: -1.737 -3.506 5.606  0.000
N: 0.237 -0.995 3.499  0.005
O: 1.353 -1.028 4.027  0.000
O: -0.011 -0.462 2.371  -0.003
H: -3.943 -3.834 5.509  0.000
H: -4.326 -2.073 3.989  0.000
H: -2.319 -0.852 2.955  0.000
H: 0.259 -2.987 5.556  0.000
H: -1.446 -4.247 6.336  0.000
C: 0.716 2.187 -6.622  0.000
C: 1.447 1.007 -6.706  0.000
C: 1.718 0.267 -5.551  0.000
C: 1.310 0.824 -4.332  0.001
C: 0.726 2.126 -4.246  0.002
C: 0.387 2.773 -5.421  0.000
N: 1.349 0.086 -3.024  0.002
O: 0.800 0.561 -1.987  -0.002
O: 1.816 -1.035 -2.882  -0.005
H: 0.502 2.869 -7.432  0.000
H: 1.624 0.640 -7.706  0.000
H: 2.055 -0.758 -5.503  0.000
H: 0.442 2.584 -3.310  0.001
H: -0.074 3.745 -5.329  0.000